{
  "formula": "C33H27IrN5O7S",
  "method": "ωB97M-V/def2-TZVPD",
  "species": ["O", "O", "C", "C", "O", "C", "O", "H", "C", "N", "H", "H", "C", "H", "H", "C", "H", "O", "C", "H", "C", "H", "C", "C", "H", "N", "H", "H", "C", "C", "C", "S", "C", "O", "H", "H", "H", "H", "C", "H", "N", "C", "C", "C", "C", "C", "C", "H", "O", "Ir", "H", "H", "C", "H", "N", "H", "H", "C", "C", "C", "H", "C", "H", "C", "C", "C", "C", "C", "C", "H", "H", "C", "N", "H"],
  "coordinates": [[-3.1473, -0.8234, 0.9195], [6.3278, -5.1129, -0.6336], [1.3734, -0.9879, 1.8903], [2.2476, 2.8579, -0.7103], [-1.7522, -0.3136, 2.8711], [0.3524, -1.9967, -2.7828], [-1.3067, 0.7422, 0.6977], [-3.5891, -1.3433, -5.1446], [-4.3350, 3.6247, 1.2951], [0.9327, -1.6927, -1.6841], [-1.2597, -2.2412, -4.9870], [0.8476, -2.6176, -3.5231], [0.4867, -3.1298, 2.8191], [2.1391, 5.2042, -3.1726], [3.2192, 2.0493, 1.3951], [-3.9378, 1.6706, 3.2246], [4.7093, 4.9750, 0.2619], [0.6589, 1.1695, -1.1786], [3.2932, 3.3972, 0.0663], [-4.4786, 4.3941, 0.5459], [-4.9688, 3.7461, 2.5322], [-4.5384, -0.1415, -3.1768], [-0.4293, -4.1679, 2.7325], [3.4990, 5.2165, -1.4980], [-3.0026, 2.4794, 0.0652], [1.2383, -0.1639, 0.9217], [-5.2389, 5.8415, 2.9060], [5.3534, -1.3468, -0.5386], [-1.3389, -4.1849, 1.6913], [4.6433, -3.3577, -0.6635], [-3.5155, 2.5468, 1.0157], [-2.3537, 0.1477, 1.6482], [2.2109, -2.2587, -1.3699], [3.7518, 2.8460, 1.1973], [-2.0819, -4.9637, 1.6031], [-0.4395, -4.9468, 3.4826], [-6.3841, 4.8074, 3.7591], [-3.1416, 0.1217, -1.1288], [-3.3237, 1.5719, 1.9868], [1.1949, -3.0705, 3.6335], [-0.4187, -2.1780, 0.8238], [2.4595, 4.6958, -2.2743], [-2.7621, -0.3672, -2.0133], [1.8491, 3.5320, -1.8778], [-1.3088, -3.1616, 0.7577], [3.9094, 4.5805, -0.3495], [-3.0055, -1.2056, -4.2449], [3.9887, 6.1335, -1.7992], [6.7075, -3.2405, 0.4844], [-0.1440, -0.5290, -0.4064], [1.4687, -4.2709, -1.4273], [-6.5653, 5.0940, 2.0257], [0.4716, -2.1422, 1.8555], [5.7239, -5.4377, -1.3116], [1.9396, 0.9831, 0.7534], [-5.2357, 2.8408, 4.4552], [3.6375, -5.2590, -0.8054], [-5.8406, 4.9346, 2.8246], [-1.0012, -1.5009, -2.9989], [-4.7573, 2.7577, 3.4874], [-3.7628, 0.9114, 3.9748], [-3.5330, -0.5365, -3.1578], [3.1768, -0.3467, -1.1958], [3.2880, -1.4195, -1.1152], [5.9778, -3.8835, -0.2092], [2.3317, -3.6362, -1.2687], [-1.7118, -1.7060, -4.1634], [3.5575, -4.1846, -0.9186], [4.5010, -1.9752, -0.7585], [1.0404, 3.1106, -2.4577], [-2.0289, -3.0992, -0.0456], [1.5586, 1.6207, -0.3572], [-1.5191, -0.8366, -1.9402], [2.0916, -0.8264, 2.6844]],
  "forces_ev_per_a": [[-0.0739, -0.0032, 0.0361], [-0.0199, -0.0189, 0.0367], [0.0336, -0.0509, 0.0788], [-0.0484, 0.0480, -0.0027], [0.0058, -0.1104, -0.0188], [0.0314, -0.0060, -0.0471], [-0.0534, -0.1205, -0.0056], [0.0005, -0.0005, 0.0008], [0.0031, -0.0064, 0.0137], [-0.0079, -0.0098, -0.0047], [0.0015, -0.0019, 0.0024], [-0.0039, 0.0031, -0.0077], [-0.0018, 0.0144, -0.0082], [0.0014, -0.0005, -0.0011], [0.0260, -0.0073, -0.0041], [0.0223, 0.0108, -0.0063], [-0.0004, 0.0000, -0.0003], [-0.0925, 0.1595, 0.1078], [-0.0174, 0.0069, 0.0061], [-0.0021, -0.0004, 0.0001], [-0.0018, -0.0016, -0.0040], [-0.0003, 0.0022, 0.0052], [-0.0165, -0.0168, 0.0052], [-0.0008, -0.0038, -0.0020], [-0.0159, -0.0109, 0.0095], [0.0080, 0.1061, -0.0404], [-0.0003, 0.0004, -0.0003], [0.0001, -0.0014, 0.0016], [-0.0101, 0.0069, -0.0138], [-0.0224, -0.0257, 0.0466], [-0.0069, 0.0359, -0.0055], [0.1303, 0.2312, -0.0370], [0.0255, -0.0269, 0.0267], [-0.0236, -0.0076, 0.0064], [-0.0013, 0.0028, -0.0004], [-0.0011, -0.0011, -0.0007], [-0.0004, -0.0004, -0.0009], [0.0134, 0.0166, -0.0088], [-0.0719, -0.0352, 0.0458], [0.0034, -0.0027, -0.0051], [0.1084, 0.2470, 0.0998], [0.0049, 0.0000, -0.0013], [0.0074, 0.0072, -0.0348], [-0.0034, 0.0016, 0.0125], [-0.0447, -0.0120, 0.0039], [0.0085, -0.0007, 0.0006], [-0.0155, -0.0087, -0.0176], [-0.0004, 0.0012, 0.0008], [-0.0361, -0.0398, 0.0514], [0.0578, -0.3684, -0.0410], [-0.0004, 0.0002, -0.0016], [0.0009, 0.0003, -0.0006], [-0.0401, -0.0325, -0.0194], [-0.0094, -0.0017, 0.0087], [-0.0359, 0.0175, 0.0562], [-0.0028, 0.0002, -0.0016], [0.0020, -0.0008, -0.0008], [0.0029, 0.0003, 0.0015], [-0.0233, -0.0126, 0.0075], [-0.0042, -0.0014, 0.0050], [-0.0042, -0.0013, 0.0003], [0.0099, -0.0044, 0.0127], [-0.0048, 0.0020, -0.0129], [-0.0176, 0.0149, -0.0134], [0.0828, 0.0919, -0.1397], [-0.0157, 0.0015, 0.0009], [0.0049, -0.0054, -0.0054], [0.0040, 0.0057, -0.0027], [0.0180, -0.0083, 0.0070], [-0.0018, -0.0037, 0.0010], [0.0074, -0.0114, -0.0037], [0.1724, -0.0809, -0.1163], [-0.0360, 0.0293, -0.0569], [-0.0073, -0.0008, -0.0040]],
  "mulliken_charge": [-0.6752, -0.4636, -0.7877, 0.3064, -0.6905, -0.1802, -0.5631, 0.4564, -0.8517, 0.4046, 0.5366, 0.4996, -0.8931, 0.4349, 0.5987, -0.5592, 0.4620, -0.5940, 0.4314, 0.3912, 0.8689, 0.5064, -0.5691, -0.3404, 0.2959, 0.9910, 0.3139, 0.4974, -0.9164, 0.6440, -0.3397, 1.4349, -0.3261, -0.6424, 0.4882, 0.4733, 0.3642, 0.3986, 0.2373, 0.5587, 0.3639, -0.9370, -0.1133, -0.3252, -0.3272, -0.7024, -0.4169, 0.3887, -0.5122, 1.2368, 0.5294, 0.3526, 0.9085, 0.3221, -1.6861, 0.3200, 0.3617, -1.4012, 0.8523, -0.8463, 0.4536, -0.8848, 0.4368, -0.3178, 0.5804, -0.3601, -0.9467, -1.1005, -0.9532, 0.4604, 0.4599, 0.7143, 0.3242, 0.5631],
  "fmax_ev_per_a": 0.38,
  "molar_mass_da": 829.89,
  "energy_ev": -70113.659,
  "homo_lumo_gap_ev": 6.39,
  "charge": 1
}